1.
{"formula": "BrHNO3S", "method": "ωB97M-V/def2-TZVPD", "charge": -1, "spin_multiplicity": 3, "orbital_gap_ha": [0.2062, 0.2668], "relative_energy_kcal_mol": 0.0, "species": ["N", "O", "O", "O", "S", "Br", "H"], "xyz": [[-1.602412, -0.593247, 0.587268], [1.429621, -0.810026, -1.058120], [1.993994, 0.030969, 1.188514], [0.969808, 1.548899, -0.474392], [1.202481, 0.188371, -0.019846], [-2.552393, 0.838561, -0.009110], [-1.441099, -1.203527, -0.214316]], "atomic_forces_ev_per_a": [[-0.6, -0.2, 0.7], [0.7, -0.5, -1.0], [1.2, 0.1, 0.5], [0.5, 1.2, -0.6], [-2.0, -0.7, 1.0], [0.1, -0.2, -0.2], [0.1, 0.2, -0.5]]}

=====

2.
{"formula": "BrHf", "method": "ωB97M-V/def2-TZVPD", "charge": 3, "orbital_gap_ha": 0.2031, "relative_energy_kcal_mol": 123.7, "species": ["Hf", "Br"], "xyz": [[-41.652417, 18.711083, -4.185720], [-40.138737, 18.989381, -7.963369]], "atomic_forces_ev_per_a": [[-0.1, 0.0, 0.2], [0.1, 0.0, -0.2]]}